A 3-piece molecular cluster, C3H11NO4 overall at a distorted geometry. Source: OMol25; level of theory: ωB97M-V/def2-TZVPD.

Cartesian coordinates (Å):
O: -0.274 -1.791 1.620
C: 0.229 -1.683 0.469
O: -0.381 -2.507 -0.527
C: 0.132 -0.152 -0.067
C: 0.539 0.069 -1.510
N: -1.175 0.228 0.133
H: -0.978 -3.063 -0.004
H: 0.868 0.415 0.581
H: -0.035 -0.620 -2.126
H: 0.303 1.097 -1.767
H: 1.583 -0.167 -1.693
H: -1.542 -0.312 0.928
H: -1.225 1.310 0.054
H: 1.278 -2.041 0.422
H: -1.131 3.487 -0.482
O: -0.690 2.634 -0.514
H: 2.021 2.820 0.907
H: 0.583 2.500 0.134
O: 1.489 2.129 0.504

## Properties
Lowest unoccupied orbital energy, eV: -4.19
Molar mass, u: 125.12
Gap between HOMO and LUMO, eV: 5.45
DFT total energy, Ha: -476.3946
HOMO, eV: -9.64
Energy relative to the best compared isomer or geometry (same formula, charge and spin), kJ/mol: 743.3
Max |F|, hartree/bohr: 0.0811

C37H36Cl2N5O5V as an isolated structure at a distorted geometry. Source: OMol25; level of theory: ωB97M-V/def2-TZVPD.

Cartesian coordinates (Å):
V: -0.281 -0.363 0.574
C: 1.238 -1.208 -2.115
N: 0.745 -1.865 -0.899
C: 1.731 -2.732 -0.247
C: 2.760 -1.913 0.466
N: 2.855 -0.620 0.364
C: 3.989 -0.269 1.081
C: 4.614 0.966 1.237
C: 5.781 1.004 1.975
C: 6.319 -0.148 2.562
C: 5.716 -1.382 2.412
C: 4.560 -1.423 1.646
N: 3.740 -2.462 1.241
C: 0.951 0.251 -2.059
N: 0.559 0.884 -0.980
C: 0.542 2.242 -1.315
C: 0.287 3.392 -0.571
C: 0.335 4.607 -1.226
C: 0.652 4.706 -2.584
C: 0.954 3.585 -3.328
C: 0.901 2.368 -2.666
N: 1.159 1.079 -3.101
H: 0.788 -1.646 -3.010
H: 2.323 -1.316 -2.191
H: -0.065 -2.427 -1.142
H: 2.233 -3.386 -0.972
H: 1.202 -3.363 0.467
H: 4.198 1.856 0.782
H: 6.297 1.945 2.104
H: 7.229 -0.074 3.140
H: 6.133 -2.271 2.865
H: 3.863 -3.437 1.453
H: 0.063 3.361 0.481
H: 0.126 5.510 -0.670
H: 0.665 5.678 -3.057
H: 1.231 3.643 -4.372
H: 1.448 0.816 -4.027
Cl: -2.538 0.788 -1.632
C: -4.024 1.297 -0.767
Cl: -4.331 0.412 0.727
H: -4.860 1.111 -1.431
H: -3.915 2.347 -0.518
C: 0.744 -1.285 4.142
C: -0.153 -1.927 3.083
C: 0.176 -3.415 2.927
C: -1.629 -1.782 3.481
O: 0.039 -1.266 1.841
H: 0.692 -1.866 5.061
H: 0.411 -0.268 4.343
H: 1.781 -1.256 3.801
H: -0.157 -3.953 3.812
H: 1.250 -3.566 2.804
H: -0.356 -3.810 2.059
H: -1.748 -2.016 4.537
H: -2.248 -2.459 2.894
H: -1.963 -0.760 3.302
O: -2.265 2.810 1.807
C: -1.299 2.093 1.901
O: -1.127 1.046 1.106
C: -0.212 2.383 2.896
C: 1.076 1.882 2.744
C: 2.111 2.265 3.598
C: 1.801 3.162 4.589
O: 2.620 3.698 5.529
C: 1.805 4.545 6.335
O: 0.489 4.531 5.802
C: 0.510 3.666 4.749
C: -0.512 3.299 3.918
H: 1.315 1.200 1.937
H: 3.118 1.893 3.476
H: 2.196 5.566 6.322
H: 1.800 4.173 7.364
H: -1.511 3.696 4.018
C: -1.703 -1.587 0.092
C: -2.439 -2.500 -0.219
C: -3.342 -3.530 -0.625
C: -4.133 -3.350 -1.763
C: -4.988 -4.356 -2.178
C: -5.064 -5.547 -1.469
C: -4.292 -5.724 -0.329
C: -3.435 -4.724 0.095
H: -4.067 -2.415 -2.302
H: -5.600 -4.210 -3.058
H: -5.731 -6.331 -1.800
H: -4.360 -6.646 0.233
H: -2.839 -4.852 0.989

## Properties
Lowest unoccupied orbital energy (alpha / beta), eV: -3.04 / -2.58
Molar mass, u: 752.58
Gap between HOMO and LUMO (alpha / beta), eV: 7.41 / 7.87
DFT total energy, Ha: -3945.7596
HOMO (alpha / beta), eV: -10.45 / -10.45
Multiplicity: 2
Energy relative to the best compared isomer or geometry (same formula, charge and spin), kJ/mol: 154.5
Total charge: +1
Max |F|, hartree/bohr: 0.0896
Expectation value of S²: 0.76

C5H9NS2 in the gas phase at a distorted geometry. Source: OMol25; level of theory: ωB97M-V/def2-TZVPD.

Cartesian coordinates (Å):
C: -0.049 0.051 1.118
C: -1.037 -0.734 0.341
C: 0.163 1.795 -0.456
C: -0.925 -2.223 0.800
C: 1.633 1.753 -0.830
N: -0.868 -0.624 -1.110
S: 0.629 0.150 2.521
S: -1.020 1.147 -1.537
H: -2.031 -0.400 0.642
H: 0.039 2.583 0.275
H: -0.817 -2.156 1.832
H: -0.011 -2.624 0.452
H: -1.585 -2.864 0.356
H: 1.867 2.414 -1.672
H: 1.741 0.652 -1.356
H: 2.225 2.111 0.059
H: 0.045 -1.031 -1.434

## Properties
Lowest unoccupied orbital energy (alpha / beta), eV: -0.34 / -0.35
Molar mass, u: 147.27
Gap between HOMO and LUMO (alpha / beta), eV: 7.24 / 7.24
DFT total energy, Ha: -1046.8906
HOMO (alpha / beta), eV: -7.59 / -7.59
Energy relative to the best compared isomer or geometry (same formula, charge and spin), kJ/mol: 414.0
Max |F|, hartree/bohr: 0.0675

A 3-piece molecular cluster, C15H20N2O8PS2 overall at a distorted geometry. Source: OMol25; level of theory: ωB97M-V/def2-TZVPD.

Cartesian coordinates (Å):
N: 5.545 -0.796 -0.097
C: 4.604 -0.180 -1.046
C: 3.582 -1.213 -1.645
S: 1.795 -0.901 -1.327
C: 1.526 0.461 -0.105
N: 1.573 1.771 -0.750
P: 1.073 -2.731 -0.349
S: -0.456 -3.394 -1.358
H: 5.021 -1.048 0.732
H: 5.882 -1.655 -0.512
H: 5.221 0.159 -1.884
H: 4.155 0.716 -0.623
H: 3.853 -2.212 -1.293
H: 3.696 -1.244 -2.733
H: 0.524 0.363 0.318
H: 2.311 0.460 0.654
H: 2.522 2.118 -0.758
H: 1.248 1.707 -1.707
H: 0.758 -2.461 1.008
H: 2.111 -3.709 -0.424
C: -1.662 6.068 -1.041
C: -1.485 7.363 -1.319
C: -0.161 7.898 -1.754
O: -0.056 9.077 -2.013
C: 0.962 6.963 -1.846
C: 0.784 5.673 -1.563
C: -0.546 5.134 -1.155
O: -0.655 3.942 -0.932
O: 1.796 4.784 -1.634
O: -2.482 8.247 -1.224
H: -2.616 5.669 -0.728
H: 1.921 7.364 -2.146
H: 1.415 3.929 -1.373
H: -2.098 9.103 -1.479
C: -4.701 -4.776 1.736
C: -5.003 -5.298 2.928
C: -4.006 -6.080 3.719
O: -4.323 -6.517 4.804
C: -2.678 -6.287 3.137
C: -2.381 -5.768 1.945
C: -3.369 -4.966 1.169
O: -3.028 -4.503 0.097
O: -1.176 -5.933 1.372
O: -6.212 -5.147 3.479
H: -5.414 -4.206 1.157
H: -1.968 -6.869 3.709
H: -1.231 -5.463 0.521
H: -6.170 -5.613 4.332

## Properties
Lowest unoccupied orbital energy, eV: -4.42
Molar mass, u: 451.44
Gap between HOMO and LUMO, eV: 7.10
DFT total energy, Ha: -2432.4128
HOMO, eV: -11.52
Total charge: +1
Max |F|, hartree/bohr: 0.0652